[1]
# C4H4N2

C4H4N2 as an isolated structure (ωB97M-V/def2-TZVPD, OMol25).

Computed properties:
- molar mass (g mol⁻¹) = 80.1
- HOMO (eV) = -8.00
- maximum force (eV/Å) = 1.9

```
! RIJCOSX wB97M-V def2-TZVPD def2/J DEFGRID3
* xyz 0 1
C -0.674 -0.577 -0.827
C -1.459 0.402 -0.491
N -0.775 1.590 0.909
N 0.261 1.378 1.410
C 1.400 -0.073 0.752
C 0.909 -0.769 -0.231
H -0.811 -1.427 -1.504
H -2.410 0.912 -0.599
H 2.224 0.131 1.426
H 1.334 -1.568 -0.846
*
```

=====

[2]
# C13H30N3O4P2S

A 2-piece molecular cluster, C13H30N3O4P2S overall (ωB97M-V/def2-TZVPD, OMol25).

Computed properties:
- molar mass (g mol⁻¹) = 386.4
- HOMO (eV) = -10.82
- maximum force (eV/Å) = 3.5

```
! RIJCOSX wB97M-V def2-TZVPD def2/J DEFGRID3
* xyz 1 1
C -2.040 0.688 3.318
C -1.923 1.574 2.476
C -1.848 2.862 1.585
C -0.309 3.056 1.126
C -0.295 3.876 -0.243
P -0.204 2.831 -1.791
S -1.803 1.411 -1.664
O 1.188 1.932 -1.954
C 2.403 2.716 -1.753
C 3.441 1.758 -0.942
N 2.894 0.366 -0.966
C 2.320 -0.030 0.355
C 0.915 -0.811 0.141
C 0.758 -2.045 1.152
O 0.797 -1.333 -1.207
P -0.667 4.075 -3.554
N -1.958 5.136 -3.053
O 0.665 5.111 -3.840
H -1.995 0.020 4.224
H -2.203 3.747 2.213
H -2.537 2.820 0.683
H 0.256 2.081 1.076
H 0.167 3.653 1.976
H -1.261 4.486 -0.310
H 0.544 4.648 -0.192
H -1.527 0.582 -2.754
H 2.914 2.981 -2.740
H 2.252 3.694 -1.208
H 3.597 2.096 0.126
H 4.418 1.738 -1.507
H 3.653 -0.303 -1.146
H 2.997 -0.784 0.882
H 2.092 0.851 1.028
H 0.099 -0.045 0.352
H -0.243 -2.534 0.952
H 1.600 -2.772 0.894
H 0.862 -1.705 2.230
H 0.536 -0.598 -1.792
H -2.526 5.446 -3.848
H -2.523 4.749 -2.292
H 1.103 4.823 -4.672
C 0.080 -5.982 1.718
O 0.635 -5.005 2.188
N -1.247 -6.077 1.444
C -1.833 -7.278 0.883
C -2.106 -4.941 1.721
H 0.639 -6.899 1.470
H -2.298 -7.036 -0.076
H -2.592 -7.660 1.569
H -1.074 -8.046 0.727
H -1.757 -4.079 1.149
H -2.049 -4.700 2.785
H -3.137 -5.167 1.450
*
```

=====

[3]
# C31H31Br2CsN4O3

C31H31Br2CsN4O3 as an isolated structure (ωB97M-V/def2-TZVPD, OMol25).

Computed properties:
- molar mass (g mol⁻¹) = 800.3
- HOMO (eV) = -2.05
- maximum force (eV/Å) = 0.3

```
! RIJCOSX wB97M-V def2-TZVPD def2/J DEFGRID3
* xyz -2 1
Cs 0.258 -0.824 -1.778
C 0.896 4.641 0.219
N 0.541 3.320 0.678
C -0.905 3.093 0.695
C -1.418 2.313 -0.509
C -1.357 3.072 -1.828
N -1.933 2.262 -2.889
C -1.353 2.202 -4.017
C -0.081 2.823 -4.468
C -0.104 3.580 -5.633
C 1.038 4.176 -6.151
C 2.246 3.969 -5.479
C 2.312 3.187 -4.346
C 1.161 2.541 -3.789
O 1.245 1.780 -2.776
C 1.189 2.979 1.933
C 1.332 1.477 2.141
C 2.435 0.856 1.287
N 2.520 -0.570 1.555
C 2.671 -1.350 0.560
C 2.731 -2.804 0.641
C 2.965 -3.444 1.859
C 3.022 -4.821 1.957
C 2.833 -5.575 0.792
C 2.589 -4.978 -0.421
C 2.502 -3.553 -0.567
O 2.216 -3.011 -1.685
H 0.588 5.439 0.924
H 0.426 4.846 -0.741
H 1.976 4.709 0.076
H -1.436 4.057 0.782
H -1.156 2.527 1.596
H -2.444 1.981 -0.331
H -0.800 1.423 -0.592
H -0.331 3.370 -2.040
H -1.975 3.975 -1.733
H -1.879 1.605 -4.771
H -1.057 3.714 -6.140
H 0.995 4.780 -7.050
H 3.155 4.424 -5.863
H 3.257 3.013 -3.844
H 0.656 3.433 2.791
H 2.188 3.429 1.925
H 0.384 0.974 1.923
H 1.549 1.266 3.192
H 3.391 1.321 1.562
H 2.258 1.085 0.225
H 2.780 -0.959 -0.459
H 3.105 -2.817 2.733
H 3.206 -5.306 2.908
H 2.872 -6.659 0.849
H 2.427 -5.571 -1.314
C 0.310 -2.569 3.642
C -1.123 -2.774 3.236
C -2.023 -3.407 4.123
C -3.318 -3.604 3.742
C -3.743 -3.182 2.464
C -5.051 -3.375 1.953
Br -6.398 -4.220 3.013
C -5.370 -2.975 0.682
C -4.418 -2.365 -0.128
Br -4.934 -1.852 -1.883
C -3.082 -2.098 0.269
O -2.227 -1.550 -0.452
C -2.777 -2.543 1.645
N -1.503 -2.356 2.054
H 0.720 -3.480 4.084
H 0.388 -1.775 4.392
H 0.925 -2.292 2.787
H -1.670 -3.745 5.091
H -4.022 -4.099 4.399
H -6.368 -3.137 0.298
*
```

=====

[4]
# C6H12O

One molecule with the formula C6H12O (ωB97M-V/def2-TZVPD, OMol25).

Computed properties:
- SMILES = C[C@@H]1OCC[C@@H]1C
- molar mass (g mol⁻¹) = 100.2
- HOMO (eV) = -9.46
- maximum force (eV/Å) = 2.4

```
! RIJCOSX wB97M-V def2-TZVPD def2/J DEFGRID3
* xyz 0 1
C 1.966 -0.505 -0.233
C 0.745 0.369 -0.336
O 0.695 0.957 0.949
C -0.364 1.871 0.978
C -1.414 0.665 0.521
C -0.662 -0.233 -0.566
C -0.744 -1.782 -0.439
H 1.811 -1.243 0.560
H 2.228 -1.008 -1.163
H 2.788 0.147 0.078
H 0.886 1.179 -1.071
H -0.197 2.414 1.951
H -0.175 2.694 0.237
H -1.651 0.008 1.374
H -2.307 1.102 0.112
H -1.041 -0.013 -1.581
H -1.769 -2.157 -0.561
H -0.148 -2.294 -1.218
H -0.371 -2.144 0.524
*
```

=====

[5]
# C30H93N7O13

A 13-piece molecular cluster, C30H93N7O13 overall (ωB97M-V/def2-TZVPD, OMol25).

Computed properties:
- molar mass (g mol⁻¹) = 760.1
- HOMO (eV) = -8.80
- maximum force (eV/Å) = 3.5

```
! RIJCOSX wB97M-V def2-TZVPD def2/J DEFGRID3
* xyz 0 1
O -1.007 0.596 -5.531
H -1.246 -0.284 -5.240
H -1.430 1.180 -4.902
O -0.072 2.778 4.223
H -0.044 2.097 3.551
H 0.787 3.196 4.177
O -1.774 2.617 -3.999
H -1.453 2.721 -3.103
H -1.880 3.512 -4.321
O -1.034 -0.280 0.242
H -0.687 -1.010 -0.271
H -1.619 0.180 -0.360
O 0.416 1.077 2.144
H -0.127 0.716 1.444
H 1.315 0.951 1.840
C -2.219 -3.878 0.658
C -1.948 -3.901 -0.860
C -0.519 -3.821 -1.308
O -0.044 -2.496 -1.414
C 1.109 -2.293 -2.178
N -2.682 -5.045 -1.448
H -3.291 -3.718 0.780
H -1.739 -3.019 1.126
H -2.005 -4.806 1.189
H -2.448 -3.039 -1.301
H -0.502 -4.249 -2.311
H 0.148 -4.476 -0.747
H 0.973 -2.662 -3.195
H 1.960 -2.711 -1.641
H 1.288 -1.218 -2.157
H -2.571 -5.040 -2.452
H -2.087 -5.842 -1.272
C -1.210 -0.139 6.038
C -2.592 0.195 5.318
C -2.996 -0.922 4.366
O -4.358 -0.869 3.874
C -4.618 0.198 2.925
N -3.414 0.315 6.435
H -1.234 -0.936 6.780
H -0.785 0.805 6.382
H -0.462 -0.422 5.298
H -2.535 1.132 4.762
H -2.961 -1.863 4.914
H -2.308 -1.000 3.524
H -5.672 0.241 2.650
H -4.105 -0.026 1.989
H -4.394 1.181 3.337
H -3.207 1.230 6.809
H -4.350 0.444 6.079
C 4.381 5.223 -1.987
C 3.763 4.558 -3.246
C 2.931 3.258 -2.843
O 2.316 2.592 -3.942
C 1.414 1.587 -3.420
N 2.825 5.453 -3.972
H 5.027 4.539 -1.435
H 3.676 5.636 -1.266
H 4.952 6.053 -2.403
H 4.516 4.134 -3.910
H 2.206 3.558 -2.085
H 3.522 2.470 -2.377
H 1.811 0.852 -2.719
H 1.010 1.068 -4.289
H 0.541 2.080 -2.993
H 3.380 6.188 -4.387
H 2.376 4.961 -4.732
C 5.218 -4.332 5.016
C 5.225 -2.799 4.741
C 3.877 -2.302 4.221
O 3.487 -2.893 3.014
C 2.129 -2.538 2.620
N 5.634 -2.071 5.877
H 4.635 -4.897 4.288
H 4.619 -4.582 5.891
H 6.229 -4.710 5.167
H 5.979 -2.659 3.967
H 3.953 -1.220 4.113
H 3.088 -2.612 4.906
H 1.439 -2.284 3.424
H 1.758 -3.246 1.879
H 2.196 -1.589 2.088
H 6.547 -2.466 6.048
H 5.762 -1.091 5.668
C -3.989 -1.002 -0.842
C -3.771 0.325 -1.547
C -3.769 1.614 -0.729
O -4.872 1.681 0.117
C -5.026 2.951 0.726
N -2.530 0.244 -2.257
H -3.263 -1.248 -0.067
H -4.110 -1.858 -1.506
H -4.946 -1.011 -0.319
H -4.524 0.429 -2.328
H -3.713 2.494 -1.370
H -2.849 1.694 -0.150
H -5.932 2.975 1.332
H -5.165 3.709 -0.044
H -4.196 3.214 1.382
H -2.522 1.041 -2.877
H -2.516 -0.516 -2.922
C 5.759 3.372 2.015
C 4.494 2.828 1.175
C 3.963 1.450 1.745
O 2.871 1.009 0.934
C 3.270 0.237 -0.195
N 3.525 3.919 1.080
H 6.176 4.264 1.546
H 6.576 2.661 1.895
H 5.476 3.643 3.032
H 4.882 2.721 0.162
H 3.576 1.535 2.761
H 4.830 0.792 1.799
H 2.322 -0.070 -0.638
H 3.862 -0.638 0.072
H 3.817 0.853 -0.909
H 3.212 4.076 2.027
H 2.688 3.581 0.627
C -3.943 -1.871 -5.391
C -3.020 -2.651 -4.427
C -2.977 -4.134 -4.964
O -1.998 -4.777 -4.113
C -1.984 -6.250 -4.348
N -1.733 -2.002 -4.517
H -4.939 -2.297 -5.276
H -3.596 -1.885 -6.425
H -4.007 -0.806 -5.165
H -3.427 -2.557 -3.420
H -2.609 -4.188 -5.989
H -3.946 -4.634 -4.952
H -2.943 -6.736 -4.172
H -1.354 -6.696 -3.579
H -1.575 -6.541 -5.316
H -1.327 -2.169 -5.426
H -1.178 -2.672 -4.004
C 0.072 4.493 0.967
C -0.404 3.446 -0.019
O -0.924 4.053 -1.233
H -0.635 5.266 1.269
H 0.928 5.023 0.550
H 0.288 4.017 1.923
H -1.251 2.865 0.347
H 0.352 2.722 -0.319
H -0.260 4.694 -1.496
*
```

=====

[6]
# C24H30AlB3BeClF7KLiMgN3O21P

C24H30AlB3BeClF7KLiMgN3O21P as an isolated structure (ωB97M-V/def2-TZVPD, OMol25).

Computed properties:
- molar mass (g mol⁻¹) = 1034.7
- HOMO (eV) = -12.01
- maximum force (eV/Å) = 8.4

```
! RIJCOSX wB97M-V def2-TZVPD def2/J DEFGRID3
* xyz 2 1
C 0.032 -2.934 0.956
B -0.548 -1.453 0.682
O -1.839 -1.144 1.270
C 0.118 -0.275 -0.218
C -0.936 -0.038 -1.478
N -1.762 0.091 -2.392
P 0.212 1.456 0.655
O -0.992 2.416 -0.100
Cl -0.265 1.345 2.698
C 1.560 -0.632 -0.885
F 1.925 0.545 -1.721
C 1.258 -1.860 -1.980
N 1.066 -2.885 -2.626
N 2.613 -1.031 0.036
C 3.577 -1.996 -0.580
C 3.390 0.123 0.577
C 3.152 0.462 2.131
O 4.220 0.805 -0.033
H -0.502 -3.672 0.277
H -0.209 -3.184 2.052
H 1.154 -3.051 0.848
H -1.731 -1.446 2.200
H -1.885 2.172 0.249
H 3.204 -3.080 -0.562
H 4.513 -1.992 0.083
H 3.935 -1.673 -1.618
H 3.990 -0.012 2.757
H 2.202 -0.101 2.451
H 3.039 1.573 2.306
Mg 2.744 -3.962 -4.199
B -0.249 7.376 -0.843
O -0.363 6.644 0.437
C 0.527 5.668 0.416
O 0.694 4.875 1.318
C 1.267 5.702 -0.864
O 2.146 4.940 -1.189
O 0.820 6.698 -1.607
F 0.105 8.731 -0.600
F -1.479 7.309 -1.554
C -3.942 -4.208 0.840
O -3.026 -5.254 1.147
C -3.454 -6.043 2.265
C -4.065 -7.359 1.807
O -5.290 -7.137 1.103
C -5.118 -7.222 -0.287
H -3.681 -3.803 -0.143
H -4.975 -4.566 0.806
H -3.854 -3.408 1.580
H -4.152 -5.482 2.894
H -2.563 -6.259 2.862
H -4.305 -7.965 2.685
H -3.359 -7.926 1.192
H -5.004 -8.268 -0.586
H -4.247 -6.646 -0.619
H -6.012 -6.815 -0.768
F 7.180 0.595 -1.607
Al 7.634 -0.925 -0.833
F 6.270 -2.050 -0.915
F 8.059 -0.624 0.869
F 9.019 -1.622 -1.672
K 0.603 0.298 -3.390
B -3.844 -0.282 -7.643
O -2.518 -0.559 -7.055
C -2.442 0.122 -5.924
O -1.480 0.112 -5.188
C -3.690 0.871 -5.709
O -3.934 1.583 -4.769
O -4.525 0.639 -6.718
O -3.712 0.315 -8.981
C -4.337 -0.493 -9.839
O -4.417 -0.298 -11.021
C -4.900 -1.643 -9.107
O -5.521 -2.554 -9.585
O -4.613 -1.526 -7.810
C 9.391 1.701 3.646
C 8.687 0.706 4.598
O 9.327 0.446 5.622
O 7.581 0.311 4.200
H 10.356 2.016 4.044
H 9.551 1.228 2.674
H 8.767 2.586 3.512
Li -4.066 -5.856 -1.941
O -0.689 3.283 6.129
C -1.192 4.214 5.571
O -2.288 4.889 6.049
C -2.691 5.867 5.086
C -1.468 6.134 4.242
C -0.769 4.788 4.247
H -3.521 5.461 4.502
H -3.037 6.773 5.614
H -1.706 6.503 3.243
H -0.832 6.879 4.732
H -1.129 4.139 3.446
H 0.314 4.898 4.196
Be -3.073 6.930 7.359
*
```

=====

[7]
# C8H17NO

A 3-piece molecular cluster, C8H17NO overall (ωB97M-V/def2-TZVPD, OMol25).

Computed properties:
- SMILES = C#CC(C)(C)N.C=O.CC
- molar mass (g mol⁻¹) = 143.2
- HOMO (eV) = -9.40
- maximum force (eV/Å) = 0.6

```
! RIJCOSX wB97M-V def2-TZVPD def2/J DEFGRID3
* xyz 0 1
C -1.409 -1.401 -1.432
C -1.248 -0.987 -0.320
C -1.087 -0.503 1.049
C -2.476 -0.106 1.586
C -0.489 -1.633 1.896
N -0.146 0.613 1.039
H -1.538 -1.762 -2.409
H -2.897 0.696 0.981
H -3.156 -0.956 1.557
H -2.393 0.240 2.616
H -0.417 -1.322 2.938
H 0.506 -1.874 1.531
H -1.113 -2.522 1.838
H 0.074 0.882 1.993
H -0.559 1.419 0.579
C -0.360 2.243 -1.964
O -0.762 2.835 -1.005
H -0.577 1.178 -2.131
H 0.243 2.732 -2.746
C 2.439 0.746 -1.200
C 2.514 -0.689 -0.703
H 1.602 1.248 -0.730
H 2.307 0.771 -2.282
H 3.348 1.286 -0.953
H 2.644 -0.706 0.375
H 1.600 -1.219 -0.945
H 3.351 -1.209 -1.158
*
```

=====

[8]
# C23H18CuN5O2S2

C23H18CuN5O2S2 as an isolated structure (ωB97M-V/def2-TZVPD, OMol25).

Computed properties:
- molar mass (g mol⁻¹) = 524.1
- HOMO (eV) = -7.30
- maximum force (eV/Å) = 0.7

```
! RIJCOSX wB97M-V def2-TZVPD def2/J DEFGRID3
* xyz 0 1
Cu 2.011 1.663 0.229
N 6.098 1.634 -1.057
C 4.861 1.367 -0.575
S 4.161 2.521 0.512
N 4.354 0.211 -0.985
N 3.095 0.027 -0.562
C 2.606 -1.162 -0.507
C 3.322 -2.391 -0.936
C 3.824 -2.506 -2.230
C 4.484 -3.658 -2.624
C 4.660 -4.706 -1.728
C 4.169 -4.595 -0.435
C 3.499 -3.444 -0.044
C 1.253 -1.249 0.089
C 0.449 -2.380 -0.047
C -0.797 -2.399 0.547
C -1.226 -1.294 1.269
C -0.374 -0.206 1.348
N 0.833 -0.178 0.783
H 6.608 2.406 -0.671
H 6.575 0.922 -1.581
H 3.703 -1.680 -2.918
H 4.869 -3.739 -3.633
H 5.181 -5.604 -2.034
H 4.309 -5.403 0.271
H 3.118 -3.357 0.967
H 0.806 -3.223 -0.622
H -1.433 -3.270 0.447
H -2.188 -1.276 1.762
H -0.662 0.683 1.899
C -6.065 0.627 2.170
C -7.012 1.799 2.185
O -8.117 1.751 2.639
S -6.468 3.416 1.568
C -4.847 3.115 0.905
C -3.717 3.374 1.675
C -2.458 3.159 1.144
C -2.326 2.689 -0.160
C -3.454 2.448 -0.941
C -4.713 2.666 -0.410
C -1.002 2.451 -0.678
C 0.392 2.359 -0.519
H -5.366 0.653 1.339
H -6.649 -0.290 2.147
H -5.494 0.645 3.101
H -3.832 3.738 2.688
H -1.567 3.352 1.729
H -3.339 2.094 -1.958
H -5.600 2.492 -1.004
O -0.253 1.684 -2.853
N -0.283 2.063 -1.697
*
```

=====

[9]
# C8H12NO4

An isolated ion of composition C8H12NO4 and charge -1 (ωB97M-V/def2-TZVPD, OMol25).

Computed properties:
- SMILES = CC(C)(C)/N=C\C(C(=O)O)=C(/[O-])O
- molar mass (g mol⁻¹) = 186.2
- HOMO (eV) = -4.07
- maximum force (eV/Å) = 4.7

```
! RIJCOSX wB97M-V def2-TZVPD def2/J DEFGRID3
* xyz -1 1
C 2.943 0.049 -0.048
C 1.536 -0.398 0.075
C 1.308 -0.407 1.631
C 1.409 -1.800 -0.433
N 0.755 0.404 -0.882
C -0.395 0.862 -0.920
C -1.748 0.553 -0.342
C -2.827 1.435 -0.668
O -4.033 1.529 -0.324
O -2.480 2.355 -1.783
C -2.205 -0.519 0.556
O -1.498 -1.523 0.719
O -3.341 -0.342 1.158
H 2.930 1.096 0.361
H 3.690 -0.478 0.432
H 3.165 -0.135 -1.061
H 0.493 -1.084 1.853
H 1.449 0.490 2.135
H 2.165 -1.089 1.971
H 0.428 -2.043 -0.319
H 1.583 -1.766 -1.605
H 2.240 -2.402 -0.117
H -0.591 1.604 -1.631
H -2.987 3.247 -1.507
H -3.989 0.362 0.748
*
```

=====

no.,E_tot (eV)
1,-7187.26860
2,-56031.00725
3,-185388.49986
4,-8462.71654
5,-69661.65539
6,-144661.99306
7,-12106.73202
8,-101994.84850
9,-18170.61646